Here is 2 unconnected molecules or ions with the total composition C5H13N3 from the Open Molecules 2025 dataset. Energies are from ωB97M-V with the def2-TZVPD basis set.

Calculated values
HOMO = -7.945 eV
E_tot = -9864.374 eV
frontier orbital gap = 8.8 eV
energy relative to the best compared isomer or geometry (same formula, charge and spin) = 45.9 kcal per mole
LUMO level = 0.893 eV
net charge = 0

Each line ends with the Mulliken charge.
Positions of all 21 atoms, in Å:
N -1.4415 -2.0147 -0.0255  -0.277
N -0.4323 3.3350 0.2302  -0.564
N 2.7232 1.5853 1.1604  -0.654
C 0.7796 2.9632 0.8408  -0.056
C 1.6402 2.0696 0.3592  -0.368
C -0.5738 -0.9974 0.5358  -0.999
C -1.5506 -3.3618 -2.0430  -0.880
C -0.8961 -2.8422 -1.0004  0.192
H 0.3779 -1.4739 0.7760  0.309
H -2.6221 -3.2498 -2.1539  0.238
H -0.3333 -0.1536 -0.1207  0.340
H -1.0709 3.7284 0.8781  0.247
H -0.9875 -0.6611 1.4846  0.336
H -0.8831 2.5800 -0.2681  0.240
H -2.3697 -1.7243 -0.2886  0.236
H 0.9784 3.4315 1.7980  0.325
H -0.9938 -3.9061 -2.7877  0.239
H 0.1466 -3.1098 -0.8652  0.246
H 2.4609 0.7258 1.6199  0.233
H 1.5588 1.7456 -0.6779  0.343
H 3.4891 1.3304 0.5480  0.274